Model a:
Entry from the OMol25 dataset: a structure of composition C3H4ClNS (ωB97M-V with the def2-TZVPD basis set).

CARTESIAN COORDINATES (ANGSTROEM)
C 0.62 0.15 0.85
C -0.41 -0.97 0.84
C -0.12 1.32 0.36
H 1.18 0.27 1.74
H -0.99 -0.86 1.79
H -0.14 -2.02 0.73
H 0.30 2.32 0.53
N -1.21 1.10 -0.28
S -1.55 -0.45 -0.46
Cl 1.90 -0.18 -0.46

Results of the Löwdin charge analysis, in e, for atoms 1 through 2:
1 C -0.67
2 C -0.47



Model b:
Entry from the OMol25 dataset: the molecule C3H4ClNS (ωB97M-V with the def2-TZVPD basis set).

CARTESIAN COORDINATES (ANGSTROEM)
C -0.51 -1.35 -0.47
C -0.24 0.44 1.40
C 0.58 0.68 -0.94
N 0.10 -0.57 -1.23
S -1.08 -1.05 1.08
Cl 2.20 0.92 -1.44
H -0.78 -2.44 -0.74
H 0.51 0.50 2.18
H -0.68 1.31 1.13
H -0.08 1.55 -0.95

Results of the Löwdin charge analysis, in e, for atoms 1 through 2:
1 C -0.59
2 C -0.36



Model c:
Entry from the OMol25 dataset: a cluster of 2 separate species, C3H4ClNS in total (ωB97M-V with the def2-TZVPD basis set).

- SMILES string: C=CCl.N=C=S

CARTESIAN COORDINATES (ANGSTROEM)
C -2.73 -0.39 -0.61
C 2.46 0.77 0.68
C 1.45 0.30 -0.03
N -3.20 -1.40 -0.11
S -1.71 0.61 -1.29
Cl 1.49 0.11 -1.73
H -3.92 -1.59 0.62
H 2.16 0.73 1.72
H 3.42 0.91 0.33
H 0.58 -0.05 0.42

Results of the Löwdin charge analysis, in e, for atoms 1 through 2:
1 C -0.83
2 C -0.05



Most stable: model a